This record from the OMol25 dataset describes a structure of composition C12H29ClIN2OP2SSc at a distorted geometry. The level of theory is ωB97M-V/def2-TZVPD.

LUMO: -7.3 eV
net charge: +2
gap between HOMO and LUMO: 6.6670 eV
total energy: -3258.421976 a.u.
HOMO energy: -13.96 eV

The geometry in XYZ format:
```
50
C12H29ClIN2OP2SSc ωB97M-V/def2-TZVPD
C 0.01 0.84 -7.83
C 0.01 1.41 -6.44
H 0.01 1.66 -8.56
H -0.88 0.21 -7.95
H 0.89 0.20 -7.95
O 0.02 2.55 -6.11
I 0.00 -0.22 -4.90
Sc 0.00 0.00 0.00
P 2.31 -0.13 -0.09
C 3.27 1.07 0.90
C 2.98 -1.75 0.44
H 4.06 -1.80 0.30
H 4.08 -0.09 -1.79
H 2.49 -2.53 -0.15
H 2.51 -0.66 -2.43
H 3.01 0.97 1.95
H 2.74 -1.91 1.50
C 2.99 0.07 -1.78
H 4.35 0.91 0.78
H 2.76 1.07 -2.15
H 3.02 2.09 0.58
P -2.31 -0.10 -0.09
C -3.26 1.12 0.90
C -3.00 0.11 -1.78
H -2.53 -2.49 -0.14
H -4.09 -1.74 0.31
H -2.76 -1.87 1.50
C -3.00 -1.71 0.45
H -2.52 -0.63 -2.43
H -4.08 -0.04 -1.79
H -4.34 0.98 0.78
H -2.99 2.13 0.58
H -2.75 1.11 -2.15
H -2.99 1.01 1.96
Cl -0.01 -1.84 -1.51
S -0.01 -1.50 2.03
C 0.00 -0.43 3.26
N -1.23 -0.08 3.88
C -1.23 0.48 5.22
C -0.01 1.38 5.41
C 1.28 0.59 5.16
N 1.24 -0.13 3.91
H -2.09 -0.53 3.55
H -1.24 -0.34 5.96
H -2.15 1.09 5.36
H 0.00 1.82 6.43
H -0.07 2.20 4.66
H 1.46 -0.14 5.98
H 2.12 1.32 5.15
H 2.10 -0.59 3.58
```

=====

This record from the OMol25 dataset describes a cluster of 4 separate species, C12H29F6N3O8S2 in total at a distorted geometry. The level of theory is ωB97M-V/def2-TZVPD.

LUMO: 0.2 eV
net charge: 0
gap between HOMO and LUMO: 9.8464 eV
total energy: -2636.273350 a.u.
HOMO energy: -9.67 eV

The geometry in XYZ format:
```
60
C12H29F6N3O8S2 ωB97M-V/def2-TZVPD
O -0.01 0.45 0.07
H -0.27 1.23 -0.55
H -0.57 -0.39 -0.14
H 0.97 0.27 -0.18
C -2.03 3.16 0.46
F -1.29 2.63 1.42
F -2.85 2.23 -0.02
F -2.75 4.16 0.95
S -0.95 3.86 -0.94
O -1.88 4.68 -1.69
O 0.13 4.56 -0.29
N -0.49 2.38 -1.67
S -0.78 2.58 -3.21
O -2.15 2.29 -3.59
O -0.14 3.75 -3.76
C 0.17 1.12 -3.93
F 1.48 1.21 -3.72
F -0.26 -0.01 -3.34
F -0.08 1.00 -5.21
C -2.83 -1.31 1.53
C -2.09 -2.42 0.77
C -3.01 -3.60 0.44
O -3.60 -3.99 1.66
C -4.47 -5.10 1.55
N -1.50 -1.80 -0.43
H -3.67 -0.83 1.01
H -2.13 -0.48 1.67
H -3.17 -1.57 2.53
H -1.35 -2.76 1.49
H -2.39 -4.43 0.08
H -3.77 -3.25 -0.27
H -3.97 -5.95 1.07
H -5.34 -4.79 0.97
H -4.76 -5.43 2.55
H -2.33 -1.58 -0.99
H -1.10 -2.52 -1.04
C 1.51 3.13 2.77
O 1.77 2.17 1.78
C 2.87 2.52 0.99
C 3.41 1.30 0.26
N 2.59 0.89 -0.88
C 3.05 -0.37 -1.47
C 3.27 -1.52 -0.51
O 2.17 -1.60 0.40
C 2.32 -2.64 1.32
H 1.42 4.15 2.35
H 2.32 3.27 3.50
H 0.56 2.92 3.24
H 3.66 2.94 1.62
H 2.59 3.28 0.25
H 3.56 0.48 0.96
H 4.42 1.58 -0.07
H 2.66 1.61 -1.58
H 4.03 -0.18 -1.94
H 2.40 -0.71 -2.27
H 4.15 -1.39 0.14
H 3.34 -2.52 -0.97
H 3.33 -2.63 1.74
H 2.10 -3.64 0.92
H 1.73 -2.42 2.21
```

=====

This record from the OMol25 dataset describes a structure of composition C12H29MnN4O9P at a distorted geometry. The level of theory is ωB97M-V/def2-TZVPD.

LUMO (spin up / spin down): -0.4 / -0.9 eV
spin multiplicity: 6
expectation value of S²: 8.918
net charge: 0
gap between HOMO and LUMO (spin up / spin down): 6.0081 / 6.3195 eV
total energy: -2862.799858 a.u.
HOMO energy (spin up / spin down): -6.45 / -7.21 eV

The geometry in XYZ format:
```
56
C12H29MnN4O9P ωB97M-V/def2-TZVPD
O 0.81 -4.09 -0.21
H 0.98 -5.07 -0.38
Mn -0.34 -0.74 0.02
N 0.09 -0.89 -1.78
N 1.73 -0.45 0.21
N -2.10 -0.17 0.14
N -0.41 0.06 1.96
O -0.79 -1.16 -2.67
O -2.83 -0.38 -1.00
O 0.60 0.50 2.74
O 2.49 0.03 1.15
C 2.31 -0.93 -0.92
C 1.40 -1.27 -1.96
C -2.62 0.23 1.30
C -1.64 0.39 2.36
C 1.78 -1.92 -3.24
H 1.85 -3.02 -3.14
H 2.76 -1.53 -3.57
H 0.98 -1.67 -3.95
C 3.80 -0.98 -1.00
H 4.25 -1.76 -0.37
H 4.24 -0.01 -0.71
H 4.09 -1.18 -2.04
C -4.06 0.42 1.42
C -1.91 1.00 3.70
H -4.52 -0.28 0.72
H -4.34 1.43 1.12
H -4.41 0.23 2.43
H -1.05 1.01 4.38
H -2.72 0.47 4.20
H -2.22 2.05 3.59
H -2.13 -0.76 -1.67
H 1.49 0.34 2.12
C 1.25 -3.36 1.65
H 1.85 -4.11 1.24
H 0.19 -3.64 1.67
H 1.59 -2.55 2.32
O -1.06 -2.46 -0.27
H -0.13 -3.57 0.08
H -1.59 -2.82 0.43
C 2.40 2.71 -0.37
O 1.16 2.38 0.26
P -0.07 1.70 -0.48
O -1.32 2.65 -0.21
C -1.41 3.45 0.98
O 0.18 1.78 -2.06
C -0.92 2.07 -2.94
H 2.63 2.06 -1.22
H 3.17 2.61 0.40
H 2.36 3.75 -0.70
H -0.73 3.11 1.78
H -1.17 4.49 0.73
H -2.44 3.38 1.34
H -1.85 1.59 -2.64
H -1.05 3.16 -2.99
H -0.61 1.70 -3.91
```

=====

This record from the OMol25 dataset describes a cluster of 3 separate species, C12H30BN4O4 in total. The level of theory is ωB97M-V/def2-TZVPD.

LUMO: 2.4 eV
net charge: -1
gap between HOMO and LUMO: 6.0062 eV
total energy: -1020.069737 a.u.
HOMO energy: -3.65 eV

The geometry in XYZ format:
```
51
C12H30BN4O4 ωB97M-V/def2-TZVPD
C -0.09 -1.26 0.88
C 0.80 -0.13 0.32
C 0.98 1.09 1.25
C 0.28 2.38 0.78
C -1.12 2.21 0.19
C -2.12 1.52 1.11
B -3.45 0.83 0.39
N -3.32 0.48 -1.11
O -4.61 1.88 0.53
N -5.70 1.29 1.06
O -6.08 1.80 2.08
H -1.00 -1.40 0.30
H 0.44 -2.22 0.92
H -0.38 -1.03 1.90
H 1.80 -0.57 0.16
H 0.47 0.19 -0.66
H 0.71 0.84 2.28
H 2.06 1.31 1.28
H 0.24 3.08 1.63
H 0.95 2.84 0.05
H -1.02 1.73 -0.79
H -1.49 3.23 0.00
H -1.63 0.80 1.77
H -2.51 2.29 1.79
H -3.73 -0.21 0.98
H -2.72 -0.30 -1.30
H -3.07 1.27 -1.69
C 2.18 4.64 -2.09
C 1.64 3.49 -2.92
O 1.01 2.58 -2.42
N 1.88 3.52 -4.26
C 2.60 4.52 -5.02
H 1.90 4.47 -1.06
H 3.27 4.69 -2.17
H 1.75 5.59 -2.42
H 1.49 2.73 -4.75
H 1.95 4.96 -5.78
H 3.45 4.07 -5.53
H 2.96 5.31 -4.37
C 0.68 -6.18 0.69
C 1.05 -5.23 1.80
O 1.39 -4.08 1.58
N 0.99 -5.69 3.08
C 0.60 -7.01 3.54
H 0.78 -5.66 -0.25
H 1.34 -7.05 0.69
H -0.35 -6.52 0.80
H 1.24 -5.00 3.77
H -0.27 -6.94 4.20
H 1.42 -7.47 4.10
H 0.35 -7.65 2.70
```

=====

This record from the OMol25 dataset describes a cluster of 9 separate species, C12H30Br6N6O12 in total at a distorted geometry. The level of theory is ωB97M-V/def2-TZVPD.

LUMO: -0.5 eV
net charge: 0
gap between HOMO and LUMO: 9.3253 eV
SMILES string: C[N+](=O)[O-].C[N+](=O)[O-].C[N+](=O)[O-].C[N+](=O)[O-].C[N+](=O)[O-].C[N+](=O)[O-].BrCCBr.BrCCBr.BrCCBr
total energy: -17150.082043 a.u.
HOMO energy: -9.82 eV

The geometry in XYZ format:
```
66
C12H30Br6N6O12 ωB97M-V/def2-TZVPD
Br 0.42 1.23 1.99
C 1.16 0.20 0.38
C 0.31 0.79 -0.79
Br 1.44 0.85 -2.39
H 1.10 -0.89 0.35
H 2.23 0.38 0.30
H 0.09 1.84 -0.59
H -0.57 0.16 -0.95
Br 0.60 3.71 -4.12
C 1.76 4.68 -2.81
C 1.26 4.60 -1.40
Br 2.66 5.51 -0.26
H 1.94 5.69 -3.18
H 2.75 4.26 -2.99
H 1.10 3.54 -1.22
H 0.32 5.14 -1.32
Br 1.68 -2.78 2.30
C 0.62 -4.25 1.52
C -0.86 -3.93 1.80
Br -2.05 -5.22 0.83
H 0.96 -5.18 1.98
H 0.81 -4.25 0.45
H -0.95 -2.97 1.29
H -1.03 -3.84 2.87
C -0.66 -1.51 -4.00
N -1.21 -2.68 -3.27
O -1.17 -3.78 -3.89
O -1.77 -2.59 -2.18
H -0.54 -0.71 -3.27
H -1.26 -1.18 -4.85
H 0.30 -1.76 -4.45
C -3.05 2.75 1.46
N -3.00 3.46 0.16
O -2.69 2.74 -0.86
O -3.29 4.67 0.08
H -2.07 2.38 1.75
H -3.77 1.94 1.32
H -3.27 3.60 2.10
C -1.97 -0.75 3.75
N -2.34 0.21 4.84
O -2.66 -0.13 5.95
O -2.36 1.37 4.51
H -1.98 -1.76 4.15
H -0.96 -0.35 3.67
H -2.61 -0.67 2.88
C 4.00 2.12 2.95
N 4.55 1.02 2.15
O 4.20 -0.15 2.46
O 5.21 1.26 1.14
H 3.93 2.94 2.23
H 4.49 2.36 3.89
H 3.02 1.75 3.27
C -4.64 -1.77 -0.39
N -3.62 -0.68 -0.30
O -2.55 -1.03 0.27
O -3.88 0.44 -0.72
H -5.45 -1.51 0.29
H -4.26 -2.76 -0.13
H -5.09 -1.79 -1.38
C 3.59 -2.31 -3.44
N 3.45 -2.39 -1.95
O 2.86 -3.41 -1.53
O 3.82 -1.46 -1.24
H 3.88 -3.34 -3.66
H 4.43 -1.74 -3.85
H 2.66 -2.06 -3.94
```

=====

This record from the OMol25 dataset describes a structure of composition C12H30ClFNNbO6PS3 at a distorted geometry. The level of theory is ωB97M-V/def2-TZVPD.

LUMO: 1.7 eV
net charge: -1
gap between HOMO and LUMO: 5.8144 eV
total energy: -3134.279554 a.u.
HOMO energy: -4.13 eV

The geometry in XYZ format:
```
56
C12H30ClFNNbO6PS3 ωB97M-V/def2-TZVPD
N 1.61 0.28 2.75
P 0.99 1.72 2.42
Nb -1.56 1.45 2.59
F -1.37 -0.60 2.69
Cl -4.04 1.25 2.50
H 2.24 0.35 3.54
H 1.28 2.22 1.13
H 1.50 2.71 3.33
H -1.51 1.49 0.75
H -1.76 3.26 2.49
H -1.47 1.63 4.42
C 3.39 0.37 -2.43
C 4.87 0.71 -2.23
C 4.94 2.10 -1.59
S 3.41 2.29 -0.66
O 2.64 3.36 -1.27
O 3.72 2.28 0.75
C 2.69 0.73 -1.12
H 3.25 -0.68 -2.68
H 2.98 0.97 -3.25
H 5.32 -0.03 -1.56
H 5.42 0.68 -3.17
H 5.78 2.20 -0.91
H 4.97 2.89 -2.34
H 1.62 0.84 -1.22
H 2.93 0.01 -0.33
C 4.79 -4.02 -6.84
C 3.34 -3.73 -7.25
C 2.62 -3.14 -6.03
S 3.88 -2.32 -5.06
O 4.02 -3.01 -3.80
O 3.69 -0.89 -5.12
C 5.26 -2.77 -6.10
H 5.42 -4.24 -7.70
H 4.82 -4.88 -6.16
H 3.33 -3.01 -8.07
H 2.84 -4.63 -7.60
H 1.87 -2.42 -6.31
H 2.18 -3.92 -5.41
H 6.15 -2.94 -5.49
H 5.44 -1.95 -6.79
C -8.70 0.27 6.00
C -7.63 0.09 4.92
C -6.75 1.35 4.94
S -6.81 1.97 6.61
O -7.47 3.26 6.61
O -5.53 1.78 7.26
C -7.96 0.75 7.24
H -9.24 -0.66 6.20
H -9.43 1.02 5.69
H -7.03 -0.79 5.14
H -8.08 -0.06 3.93
H -5.72 1.12 4.67
H -7.14 2.12 4.28
H -8.61 1.21 7.98
H -7.38 -0.05 7.69
```

=====

This record from the OMol25 dataset describes a structure of composition C12H30ClN2O4 at a distorted geometry. The level of theory is ωB97M-V/def2-TZVPD.

LUMO: 3.2 eV
net charge: -1
gap between HOMO and LUMO: 5.8293 eV
total energy: -1345.716477 a.u.
HOMO energy: -2.64 eV

The geometry in XYZ format:
```
49
C12H30ClN2O4 ωB97M-V/def2-TZVPD
Cl 0.76 0.93 -0.61
C 0.14 -0.77 -4.30
O 0.86 -0.59 -3.12
C 2.26 -0.67 -3.32
C 2.98 -0.25 -1.99
N 2.79 -1.32 -1.03
C 3.46 -1.11 0.26
C 3.07 -2.32 1.14
O 1.71 -2.35 1.34
C 1.31 -3.33 2.32
H -0.92 -0.63 -4.07
H 0.36 -1.66 -4.89
H 0.39 0.08 -4.94
H 2.53 0.19 -3.93
H 2.59 -1.63 -3.73
H 2.65 0.74 -1.66
H 4.04 -0.09 -2.19
H 3.05 -2.23 -1.38
H 3.12 -0.15 0.63
H 4.55 -1.08 0.15
H 3.65 -2.28 2.06
H 3.45 -3.22 0.65
H 1.81 -4.28 2.12
H 0.26 -3.63 2.36
H 1.57 -3.03 3.34
C -5.39 1.58 -1.53
O -4.20 1.38 -0.80
C -3.12 2.28 -1.08
C -1.73 1.89 -0.42
N -1.80 2.06 1.00
C -0.45 1.88 1.48
C -0.50 1.56 3.02
O -1.07 0.27 3.18
C -1.30 -0.13 4.51
H -6.24 1.17 -1.00
H -5.35 1.03 -2.48
H -5.60 2.65 -1.61
H -3.35 3.31 -0.81
H -3.03 2.26 -2.16
H -1.00 2.47 -0.98
H -1.39 0.87 -0.60
H -2.38 1.27 1.24
H 0.11 2.80 1.37
H 0.06 1.04 1.01
H -1.10 2.28 3.57
H 0.51 1.57 3.43
H -1.67 0.65 5.17
H -0.34 -0.58 4.79
H -2.11 -0.86 4.51
```

=====

This record from the OMol25 dataset describes a structure of composition C12H30F30K4O6P5 at a distorted geometry. The level of theory is ωB97M-V/def2-TZVPD.

LUMO (spin up / spin down): -1.9 / -8.0 eV
spin multiplicity: 2
expectation value of S²: 0.755
net charge: 0
gap between HOMO and LUMO (spin up / spin down): 8.5579 / 2.4289 eV
total energy: -8030.161278 a.u.
HOMO energy (spin up / spin down): -10.42 / -10.42 eV

The geometry in XYZ format:
```
87
C12H30F30K4O6P5 ωB97M-V/def2-TZVPD
K 1.09 3.07 -3.36
K -0.13 -0.43 2.35
K -1.97 3.97 0.77
K 3.16 3.78 1.95
P 2.95 1.46 4.97
F 2.90 1.45 3.34
F 2.64 3.09 5.16
F 1.33 1.15 5.00
F 2.97 1.48 6.62
F 3.25 -0.08 5.10
F 4.52 1.92 4.89
P -2.61 2.10 4.02
F -2.40 3.01 5.30
F -4.01 1.40 4.59
F -3.48 3.25 3.31
F -2.77 1.24 2.74
F -1.30 2.84 3.47
F -1.69 0.97 4.71
P 0.93 1.49 -0.25
F 1.60 3.02 -0.16
F 1.87 1.13 -1.55
F 2.15 0.92 0.65
F 0.26 -0.04 -0.36
F 0.01 1.83 1.02
F -0.21 2.11 -1.26
P 4.11 5.66 -1.64
F 3.25 6.80 -2.45
F 5.30 6.83 -1.43
F 3.31 5.99 -0.22
F 4.98 4.66 -0.71
F 3.01 4.45 -1.98
F 5.03 5.20 -2.99
P 0.37 6.10 3.06
F -0.98 5.34 3.32
F 0.66 5.11 1.77
F -0.40 7.10 2.03
F 1.80 6.85 2.73
F 0.19 7.04 4.35
F 1.24 4.99 3.96
C 0.12 -3.07 5.26
O 1.06 -2.42 4.45
C 1.97 -3.35 3.73
C 1.34 -3.83 2.33
O 1.19 -2.83 1.32
C 2.39 -2.47 0.62
H -0.35 -3.91 4.73
H -0.53 -2.22 5.47
H 0.60 -3.55 6.12
H 2.28 -4.11 4.44
H 2.79 -2.70 3.46
H 0.35 -4.29 2.44
H 2.01 -4.57 1.89
H 2.86 -3.38 0.23
H 3.15 -1.84 1.09
H 2.04 -2.02 -0.31
C -2.72 -1.27 -1.73
O -3.97 -1.39 -2.43
C -5.12 -1.73 -1.62
C -6.40 -1.14 -2.18
O -6.51 -1.69 -3.50
C -7.71 -1.48 -4.20
H -2.57 -2.05 -0.99
H -2.51 -0.35 -1.19
H -1.85 -1.40 -2.38
H -5.08 -1.40 -0.58
H -5.24 -2.82 -1.56
H -6.20 -0.07 -2.30
H -7.31 -1.33 -1.62
H -7.92 -2.20 -4.99
H -7.81 -0.51 -4.67
H -8.60 -1.54 -3.58
C 2.56 -4.64 -6.76
O 1.79 -3.44 -6.84
C 0.50 -3.49 -6.15
C 0.56 -3.53 -4.65
O 1.22 -2.36 -4.23
C 1.36 -2.16 -2.86
H 3.31 -4.61 -5.97
H 3.27 -4.49 -7.57
H 2.04 -5.60 -6.78
H -0.14 -4.29 -6.53
H -0.03 -2.59 -6.46
H 1.18 -4.37 -4.34
H -0.42 -3.58 -4.18
H 1.95 -2.87 -2.26
H 0.42 -2.14 -2.32
H 1.79 -1.18 -2.69
```